# 1
DFT (the ωB97M-V functional and the def2-TZVPD basis) results for a 12-piece molecular cluster, C47H113Cl8O27P3 overall.

The geometry in XYZ format:
```
198
Properties=species:S:1:pos:R:3:lowdin_charge:R:1
C -3.94338 1.33270 12.19680 -0.1064
O -3.96957 2.43795 11.31784 -0.2093
P -4.41011 2.26618 9.80301 0.4258
O -3.91930 1.01576 9.19260 -0.2280
O -6.00801 2.32838 9.93042 -0.2379
C -6.76076 2.51597 8.70188 -0.0685
O -4.08648 3.72914 9.13118 -0.2063
C -4.64482 4.87710 9.69492 -0.1539
H -4.71883 1.41124 12.95876 0.0892
H -2.97883 1.31663 12.70424 0.0909
H -4.08627 0.35680 11.73281 0.0874
H -7.84289 2.47194 8.82492 0.0909
H -6.46838 1.74032 7.99408 0.0879
H -6.48469 3.51232 8.35666 0.0718
H -3.87265 5.59521 9.97093 0.0913
H -5.19743 4.66559 10.61032 0.0874
H -5.32019 5.49921 9.10759 0.0874
C 0.90861 -11.68630 -1.23168 -0.0955
O 0.42245 -11.37089 0.06801 -0.2346
P 0.81980 -10.00117 0.86202 0.4458
O 2.26007 -9.69938 0.92890 -0.2488
O 0.26392 -10.09567 2.40900 -0.2131
C -1.04406 -10.61229 2.62851 -0.1256
O -0.07511 -8.84185 0.19037 -0.2335
C 0.30707 -7.44818 0.42115 -0.0714
H 1.22607 -10.80036 -1.78162 0.0929
H 0.10442 -12.22406 -1.73388 0.0872
H 1.68378 -12.45061 -1.17655 0.0888
H -1.58665 -11.02271 1.77690 0.0818
H -1.71977 -9.86805 3.04997 0.0860
H -0.87653 -11.41802 3.34323 0.0895
H -0.46817 -6.88633 0.94216 0.0842
H 0.32047 -6.95623 -0.55143 0.0839
H 1.27892 -7.37712 0.90956 0.0824
C 1.07281 6.74972 -5.79598 -0.1186
O 0.63492 5.89427 -6.84749 -0.2148
P 0.96486 6.29135 -8.41442 0.5032
O 0.79953 7.73280 -8.77095 -0.2498
O 0.00286 5.27351 -9.22434 -0.2119
C -1.37615 5.32898 -9.20095 -0.1400
O 2.41415 5.63391 -8.75506 -0.2086
C 3.02804 5.76624 -9.96068 -0.1625
H 1.57177 6.13721 -5.04499 0.0853
H 0.24694 7.08437 -5.16824 0.0824
H 1.60413 7.65897 -6.07709 0.0898
H -1.73484 6.25080 -8.74301 0.0873
H -1.77493 4.50970 -8.60273 0.0904
H -1.87999 5.27642 -10.16607 0.0906
H 3.10270 4.79947 -10.45856 0.0933
H 4.04269 6.12262 -9.78305 0.0911
H 2.60743 6.48666 -10.66226 0.0928
C -0.12634 -10.98702 -7.39016 -0.1744
O -1.09018 -10.47530 -6.59252 -0.1781
C -2.46787 -10.59917 -7.02613 -0.1413
C -3.02493 -12.07226 -7.14060 -0.1766
O -2.46804 -12.72910 -8.27255 -0.1527
C -3.30634 -13.65581 -9.01750 -0.1567
C -3.44122 -14.99640 -8.28974 -0.1650
O -4.39343 -14.79826 -7.17258 -0.2115
C -4.71393 -15.92855 -6.40926 -0.1216
H -0.27015 -12.00773 -7.74453 0.0755
H 0.85784 -11.04450 -6.92522 0.0894
H -0.06263 -10.42984 -8.32483 0.0879
H -2.54445 -10.09931 -7.99173 0.1180
H -3.08121 -10.01393 -6.34098 0.1185
H -4.10834 -11.95921 -7.10142 0.1208
H -2.72679 -12.57651 -6.22139 0.1234
H -2.84615 -13.94859 -9.96122 0.1219
H -4.31995 -13.29773 -9.19767 0.1259
H -2.44446 -15.29131 -7.96174 0.1226
H -3.73512 -15.77552 -8.99308 0.1178
H -5.37921 -15.63613 -5.59686 0.0877
H -3.79099 -16.39447 -6.06403 0.0868
H -5.29954 -16.60869 -7.02778 0.0817
C 7.76992 15.22033 9.46963 -0.0781
O 7.97811 13.78181 9.45506 -0.1873
C 8.03513 13.30406 8.14028 -0.2321
C 8.45583 11.83714 8.07761 -0.1856
O 7.33960 11.01216 8.39508 -0.1299
C 7.55051 9.62260 8.14154 -0.1974
C 6.51175 8.78611 8.86685 -0.2053
O 5.16791 9.12475 8.56742 -0.1651
C 4.67723 8.53408 7.39180 -0.1116
H 7.78171 15.51710 10.51839 0.0865
H 6.85702 15.49441 8.94088 0.0855
H 8.65266 15.66511 9.01021 0.0803
H 8.80360 13.84116 7.58433 0.1173
H 7.05997 13.48303 7.68735 0.1279
H 9.28855 11.68777 8.76490 0.1266
H 8.86105 11.58419 7.09786 0.1212
H 8.55420 9.39878 8.50294 0.1235
H 7.52946 9.40846 7.07298 0.1203
H 6.71850 8.84945 9.93519 0.1278
H 6.79106 7.76056 8.62529 0.1168
H 4.90407 7.47113 7.47420 0.0887
H 5.06567 9.06105 6.52030 0.0852
H 3.60701 8.65383 7.22326 0.0848
C -0.82218 1.18448 0.78447 -0.0885
O -0.80128 0.38970 -0.41488 -0.1851
C -0.50873 1.12341 -1.54783 -0.2123
C -0.56302 0.38292 -2.95553 -0.1171
O -1.89431 -0.05356 -3.34290 -0.2024
C -2.13364 -0.83797 -4.51681 -0.1615
C -3.68036 -0.93338 -4.82000 -0.1528
O -4.18260 0.34697 -5.23172 -0.2038
C -4.43205 1.29311 -4.22460 -0.1135
H -1.29204 0.71142 1.64676 0.0880
H -1.35217 2.13007 0.67013 0.0807
H 0.20568 1.46694 1.01212 0.0830
H 0.47846 1.53559 -1.33887 0.1190
H -1.21294 1.95442 -1.58779 0.1149
H 0.14968 -0.44083 -2.99550 0.1152
H -0.32468 1.03105 -3.79886 0.1185
H -1.64182 -1.80497 -4.41136 0.1177
H -1.70060 -0.31163 -5.36741 0.1191
H -4.26203 -1.28737 -3.96887 0.1187
H -3.85552 -1.56889 -5.68807 0.1205
H -5.05971 0.89022 -3.42972 0.0857
H -4.79870 2.25903 -4.57199 0.0888
H -3.45832 1.42129 -3.75183 0.0675
C -7.55392 -0.86575 3.89266 -0.0925
O -8.88353 -0.68341 3.34625 -0.2041
C -9.08623 0.60468 2.70695 -0.1891
C -10.47840 0.72968 2.12133 -0.1760
O -11.49010 1.02532 3.11537 -0.1546
C -11.80590 -0.06137 4.09368 -0.1344
C -13.04557 0.40373 4.88989 -0.2181
O -12.77169 1.60475 5.59722 -0.1879
C -13.78155 1.88992 6.60067 -0.0905
H -7.07240 -0.03324 4.40564 0.0786
H -6.87110 -1.09750 3.07525 0.0798
H -7.61146 -1.69594 4.59664 0.0847
H -8.38812 0.65668 1.87147 0.1165
H -8.83709 1.45814 3.33754 0.1285
H -10.89280 -0.13017 1.59501 0.1233
H -10.50761 1.52347 1.37491 0.1219
H -10.96029 -0.24695 4.75596 0.1126
H -12.05485 -1.02586 3.65107 0.1193
H -13.32918 -0.36576 5.60792 0.1178
H -13.85582 0.55222 4.17607 0.1224
H -13.86230 1.14594 7.39318 0.0790
H -14.74477 1.82072 6.09519 0.0774
H -13.65762 2.90041 6.99006 0.0856
C 17.19059 1.47604 5.62676 -0.1086
O 15.99850 1.47870 4.86833 -0.1466
C 15.40244 0.25906 4.85750 -0.2754
C 14.13006 0.34989 4.11944 -0.2418
O 13.18557 1.19298 4.67339 -0.1257
C 11.97515 1.25583 3.89325 -0.1531
C 11.05700 2.30890 4.55302 -0.1939
O 10.52469 3.21237 3.61221 -0.1865
C 9.47571 2.63019 2.77853 -0.0865
H 17.11089 1.15678 6.66591 0.0884
H 17.53183 2.50793 5.70952 0.0868
H 18.03321 0.95858 5.16815 0.0868
H 15.34251 -0.17490 5.85558 0.1281
H 16.11567 -0.43006 4.40527 0.1286
H 13.74694 -0.66892 4.06169 0.1287
H 14.38437 0.63671 3.09906 0.1328
H 11.53752 0.26084 3.81218 0.1213
H 12.34546 1.55861 2.91381 0.1261
H 11.62331 2.96413 5.21489 0.1314
H 10.28327 1.80375 5.13117 0.1170
H 8.73223 2.23356 3.46993 0.0790
H 9.64191 1.77078 2.12901 0.0784
H 9.06302 3.38965 2.11446 0.0845
Cl 5.23708 -4.77306 -4.08625 0.5101
C 6.09336 -6.21378 -3.39614 -0.6017
C 7.15371 -5.59405 -2.48691 -0.6731
Cl 8.55581 -4.95261 -3.41348 0.5203
H 6.52447 -6.78119 -4.22094 0.0630
H 5.30966 -6.81679 -2.93757 0.0696
H 7.50266 -6.26156 -1.69902 0.0717
H 6.67149 -4.72797 -2.03361 0.0401
Cl 2.32168 -1.69546 -10.97634 0.5191
C 1.78765 -3.38080 -11.33420 -0.6353
C 0.68867 -3.37713 -12.41163 -0.6571
Cl -0.97684 -3.29890 -11.75308 0.5175
H 1.55708 -3.84953 -10.37752 0.0638
H 2.58981 -4.01494 -11.71169 0.0700
H 0.70725 -4.33176 -12.93739 0.0596
H 0.83180 -2.58039 -13.14158 0.0624
Cl -4.81587 7.26827 1.59155 0.4890
C -4.29669 8.56620 2.74728 -0.6506
C -3.10207 9.40759 2.25492 -0.6906
Cl -1.84840 8.28237 1.84423 0.5708
H -4.03913 8.05674 3.67584 0.0626
H -5.12839 9.25945 2.87290 0.0671
H -2.89162 10.10306 3.06740 0.0806
H -3.41734 9.96432 1.37244 0.0710
Cl -7.99650 0.87783 -13.24511 0.4879
C -8.71270 0.53938 -11.61018 -0.6413
C -9.26746 1.78554 -10.88257 -0.6128
Cl -10.69516 2.36573 -11.83142 0.5060
H -7.89549 0.08349 -11.05123 0.0639
H -9.55174 -0.14007 -11.75999 0.0586
H -8.61392 2.63129 -10.66882 0.0712
H -9.64628 1.39173 -9.93943 0.0664
```

The structure (SMILES) is COP(=O)(OC)OC.COP(=O)(OC)OC.COP(=O)(OC)OC.COCCOCCOC.COCCOCCOC.COCCOCCOC.COCCOCCOC.COCCOCCOC.ClCCCl.ClCCCl.ClCCCl.ClCCCl. The energy comes out at -233893.41084 eV.


# 2
DFT (the ωB97M-V functional and the def2-TZVPD basis) results for a 9-piece molecular cluster, C4H24N2O10 overall.

The geometry in XYZ format:
```
40
Properties=species:S:1:pos:R:3:nbo_charge:R:1
N -2.92644 -0.38537 -1.79522 -0.8564
C -1.74528 -0.79398 -2.42791 0.6755
O -1.62194 -0.63171 -3.62301 -0.6095
C -0.62269 -1.12884 -1.48845 -0.1619
N 0.67009 -1.46093 -2.03936 -0.8471
C -0.43586 0.18040 -0.64289 -0.5384
C 1.03236 0.39680 -0.24799 0.4704
O 1.36042 1.39545 0.39055 -0.6408
H -3.68056 -0.19121 -2.43576 0.4060
H -3.04388 -0.53065 -0.80270 0.4213
H -0.96220 -1.98544 -0.84816 0.2142
H 1.19901 -2.09596 -1.45505 0.3728
H 0.60514 -1.91401 -2.94168 0.3863
H -0.77766 1.13060 -1.10327 0.2631
H -1.02397 0.02756 0.27732 0.2719
H 1.64922 -0.49470 -0.12808 0.1602
O -0.56851 -2.22487 1.64421 -0.9546
H -0.32928 -1.62057 2.41118 0.4955
H 0.23134 -1.97802 1.15072 0.4741
O 0.37330 3.93765 -0.68922 -0.9611
H -0.22552 3.54746 -1.34067 0.4674
H 0.75672 3.10596 -0.34390 0.4864
O -1.99073 2.91928 -0.12524 -0.9716
H -2.88120 3.04822 -0.46550 0.4788
H -1.63016 3.79881 0.04318 0.4954
O 4.29914 0.78613 0.79609 -0.9854
H 4.96164 1.48410 0.66574 0.4866
H 3.45044 1.11626 0.44941 0.4964
O -0.53698 1.48632 2.53276 -0.9629
H 0.36440 1.36593 2.25607 0.4752
H -0.98748 2.07418 1.91642 0.4901
O 1.68725 -1.83778 2.93857 -0.9778
H 2.18626 -1.08108 2.62069 0.4933
H 2.14913 -2.35106 3.60673 0.4887
O 3.03654 -1.87643 0.47222 -0.9909
H 3.38013 -2.71279 0.79022 0.4894
H 3.72605 -1.20610 0.38339 0.5090
O -3.15596 -1.21962 1.54269 -0.9672
H -3.61842 -1.90543 2.03961 0.4667
H -2.24891 -1.41884 1.86017 0.4908
```

The structure (SMILES) is NC(=O)[C@@H](N)CC=O.O.O.O.O.O.O.O.O. The energy comes out at -27992.60268 eV.


- energy of number 2 (C4H24N2O10)?
  -27992.60268 eV


- The lowest energy belongs to which entry?
  C47H113Cl8O27P3


What did the second record say?
DFT (the ωB97M-V functional and the def2-TZVPD basis) results for a 9-piece molecular cluster, C4H24N2O10 overall.

The geometry in XYZ format:
```
40
Properties=species:S:1:pos:R:3:nbo_charge:R:1
N -2.92644 -0.38537 -1.79522 -0.8564
C -1.74528 -0.79398 -2.42791 0.6755
O -1.62194 -0.63171 -3.62301 -0.6095
C -0.62269 -1.12884 -1.48845 -0.1619
N 0.67009 -1.46093 -2.03936 -0.8471
C -0.43586 0.18040 -0.64289 -0.5384
C 1.03236 0.39680 -0.24799 0.4704
O 1.36042 1.39545 0.39055 -0.6408
H -3.68056 -0.19121 -2.43576 0.4060
H -3.04388 -0.53065 -0.80270 0.4213
H -0.96220 -1.98544 -0.84816 0.2142
H 1.19901 -2.09596 -1.45505 0.3728
H 0.60514 -1.91401 -2.94168 0.3863
H -0.77766 1.13060 -1.10327 0.2631
H -1.02397 0.02756 0.27732 0.2719
H 1.64922 -0.49470 -0.12808 0.1602
O -0.56851 -2.22487 1.64421 -0.9546
H -0.32928 -1.62057 2.41118 0.4955
H 0.23134 -1.97802 1.15072 0.4741
O 0.37330 3.93765 -0.68922 -0.9611
H -0.22552 3.54746 -1.34067 0.4674
H 0.75672 3.10596 -0.34390 0.4864
O -1.99073 2.91928 -0.12524 -0.9716
H -2.88120 3.04822 -0.46550 0.4788
H -1.63016 3.79881 0.04318 0.4954
O 4.29914 0.78613 0.79609 -0.9854
H 4.96164 1.48410 0.66574 0.4866
H 3.45044 1.11626 0.44941 0.4964
O -0.53698 1.48632 2.53276 -0.9629
H 0.36440 1.36593 2.25607 0.4752
H -0.98748 2.07418 1.91642 0.4901
O 1.68725 -1.83778 2.93857 -0.9778
H 2.18626 -1.08108 2.62069 0.4933
H 2.14913 -2.35106 3.60673 0.4887
O 3.03654 -1.87643 0.47222 -0.9909
H 3.38013 -2.71279 0.79022 0.4894
H 3.72605 -1.20610 0.38339 0.5090
O -3.15596 -1.21962 1.54269 -0.9672
H -3.61842 -1.90543 2.03961 0.4667
H -2.24891 -1.41884 1.86017 0.4908
```

The structure (SMILES) is NC(=O)[C@@H](N)CC=O.O.O.O.O.O.O.O.O. The energy comes out at -27992.60268 eV.